C14H17N3O6P2 | ωB97M-V with the def2-TZVPD basis set

Values from the calculation:
LUMO energy   -2.4 eV
Net charge   0
Frontier orbital gap   6.90 eV
Energy   -50111.156 eV
HOMO energy   -9.26 eV
Strongest force on any atom   0.1837 Eh/bohr

Last column: Löwdin charge in e.
Geometry (Å):
1 C 2.224 -4.179 4.906  0.07
2 C 1.686 -3.270 3.968  -0.04
3 C 1.207 -2.496 2.572  -0.15
4 C 0.020 -3.112 1.643  -0.01
5 N -0.507 -2.570 0.342  0.08
6 C 0.272 -1.325 0.025  -0.09
7 C -0.111 -0.572 -1.419  -0.09
8 N -1.192 -1.188 -2.319  -0.08
9 C -2.516 -0.451 -2.169  -0.24
10 C -3.262 -0.929 -0.778  -0.21
11 C -4.637 -0.051 -0.531  -0.26
12 C -5.893 -1.040 -0.171  -0.16
13 C 0.595 0.801 -1.967  0.04
14 C 1.760 1.518 -1.003  -0.17
15 P 2.541 3.116 -1.699  0.71
16 O 1.405 3.798 -2.618  -0.39
17 O 3.857 2.750 -2.834  -0.22
18 O 2.968 4.312 -0.508  -0.23
19 C 2.178 0.795 0.441  -0.13
20 P 3.536 1.699 1.458  0.74
21 O 4.179 0.801 2.614  -0.40
22 O 4.911 2.178 0.441  -0.27
23 O 2.911 3.136 2.295  -0.22
24 C 1.438 -0.624 0.916  -0.10
25 N 1.908 -1.219 2.212  0.09
26 H 2.731 -4.791 5.797  0.07
27 H -0.494 -4.114 2.038  0.13
28 H -0.914 -1.043 -3.334  0.11
29 H -2.287 0.696 -2.113  0.12
30 H -3.249 -0.657 -3.077  0.14
31 H -2.488 -0.760 0.111  0.10
32 H -3.495 -2.088 -0.828  0.11
33 H -4.417 0.636 0.421  0.11
34 H -4.865 0.627 -1.487  0.11
35 H -5.862 -2.083 -0.751  0.08
36 H -6.899 -0.486 -0.470  0.08
37 H -5.901 -1.226 0.991  0.08
38 H 0.306 1.269 -3.005  0.12
39 H 4.580 2.217 -2.349  0.09
40 H 3.969 4.508 -0.562  0.11
41 H 5.734 2.001 1.016  0.10
42 H 2.074 3.418 1.783  0.08

C14H17N3Sr | ωB97M-V with the def2-TZVPD basis set

Values from the calculation:
LUMO energy (spin up / spin down)   -1.6 / -2.2 eV
Net charge   0
Frontier orbital gap (spin up / spin down)   4.73 / 4.89 eV
Energy   -20092.402 eV
HOMO energy (spin up / spin down)   -6.30 / -7.04 eV
Strongest force on any atom   0.0525 Eh/bohr

Last column: Löwdin charge in e.
Geometry (Å):
1 C -2.502 -1.515 2.124  -0.25
2 C -2.510 1.869 -1.569  -0.17
3 H -2.539 -2.610 2.098  -0.03
4 H -3.541 -1.163 1.945  -0.05
5 H -2.204 -1.202 3.136  -0.03
6 H -1.999 1.654 -2.519  0.01
7 H -3.584 1.604 -1.661  -0.01
8 H -2.426 2.937 -1.327  -0.01
9 C -0.116 -2.892 0.502  -0.12
10 C 0.905 -3.852 0.572  -0.04
11 C 2.117 -3.539 -0.043  -0.05
12 C 2.268 -2.286 -0.641  -0.01
13 H -1.086 -3.108 0.949  0.07
14 H 0.733 -4.789 1.098  0.11
15 H 2.933 -4.258 -0.059  0.11
16 H 3.185 -2.009 -1.148  0.10
17 N 0.016 -1.686 -0.071  0.05
18 C 1.220 -1.335 -0.591  -0.20
19 C 1.371 0.078 -1.053  -0.19
20 N 0.309 0.905 -0.878  0.05
21 C 0.438 2.196 -1.231  -0.15
22 C 2.684 1.907 -1.982  -0.05
23 C 1.584 2.743 -1.815  -0.04
24 H -0.425 2.833 -1.062  0.07
25 H 1.565 3.791 -2.113  0.11
26 C 2.582 0.570 -1.587  0.00
27 H 3.416 -0.121 -1.676  0.10
28 H 3.607 2.282 -2.411  0.11
29 Sr -2.103 0.184 0.295  1.25
30 C -1.518 2.428 1.629  -0.19
31 H -2.029 3.164 0.990  -0.05
32 H -0.468 2.713 1.810  -0.02
33 H -2.050 2.185 2.559  -0.02
34 N 0.461 0.075 3.307  -0.07
35 C -0.296 0.248 2.422  -0.39

C14H17N4O5S2Sc | ωB97M-V with the def2-TZVPD basis set

Values from the calculation:
LUMO energy   -1.2 eV
Net charge   0
Frontier orbital gap   6.91 eV
Energy   -73367.491 eV
HOMO energy   -8.07 eV
Strongest force on any atom   0.0370 Eh/bohr

Last column: Löwdin charge in e.
Geometry (Å):
1 Sc 0.119 -0.026 -0.049  0.86
2 O -0.442 -2.125 1.270  -0.10
3 C -1.838 -2.429 1.322  -0.17
4 C -2.621 -1.116 1.278  -0.13
5 N -2.215 -0.289 0.138  -0.23
6 C -2.600 -0.909 -1.133  -0.07
7 C -1.437 -1.851 -1.603  -0.62
8 O -1.685 -2.892 -2.170  0.08
9 O -0.275 -1.405 -1.300  -0.13
10 C -2.675 1.086 0.353  -0.09
11 C -1.650 1.756 1.335  -0.61
12 O -2.023 2.546 2.170  0.09
13 O -0.449 1.353 1.137  -0.12
14 H 0.013 -2.878 0.872  0.12
15 H -2.061 -2.960 2.259  0.13
16 H -2.119 -3.063 0.476  0.12
17 H -2.415 -0.553 2.193  0.14
18 H -3.699 -1.341 1.238  0.14
19 H -2.708 -0.144 -1.909  0.12
20 H -3.539 -1.475 -1.058  0.14
21 H -3.693 1.144 0.763  0.14
22 H -2.637 1.650 -0.585  0.10
23 C -0.112 2.694 -5.016  -0.42
24 S 1.370 1.748 -4.563  0.87
25 C 1.082 1.359 -2.887  -1.09
26 S -0.398 1.676 -2.132  0.70
27 N 2.161 0.894 -2.294  -0.10
28 N 2.060 0.468 -1.042  -0.09
29 C 3.159 0.308 -0.366  -0.04
30 C 3.058 -0.043 1.025  -0.23
31 C 4.154 0.062 1.893  0.00
32 C 3.954 -0.103 3.247  -0.04
33 C 2.677 -0.403 3.707  -0.03
34 C 1.656 -0.547 2.782  -0.10
35 N 1.827 -0.380 1.475  0.04
36 H -0.210 2.646 -6.093  0.03
37 H 0.025 3.724 -4.697  0.04
38 H -0.976 2.254 -4.523  -0.02
39 H 4.122 0.553 -0.811  0.14
40 H 5.128 0.301 1.496  0.12
41 H 4.775 0.017 3.938  0.11
42 H 2.481 -0.512 4.761  0.11
43 H 0.654 -0.793 3.108  0.12